(1)
Below is 2 unconnected molecules or ions with the total composition CH3N2O2S at a distorted geometry, with properties calculated with the ωB97M-V functional and the def2-TZVPD basis.

Each line ends with the Löwdin charge.
Cartesian coordinates (Å):
S: 1.847736 0.101208 0.495574  0.517
O: 1.840644 1.166058 -0.502551  -0.592
O: 2.579881 -1.185091 0.136423  -0.604
N: -2.046206 0.036405 0.412979  -0.028
N: -1.937661 1.226352 0.383636  -0.103
C: 0.336085 -0.694222 -0.031321  -0.265
H: 0.073428 -1.800594 0.214979  0.033
H: 0.149160 -0.593202 -1.068057  -0.022
H: -2.843066 1.743084 -0.041665  0.064

Atoms 1-2, force components in eV/Å:
-0.8 -2.1 0.8
0.9 1.5 -1.1

Results
HOMO (spin up / spin down) (eV): -3.0 / -3.3
Charge: -1

(2)
Below is a molecular structure, C9H17ClOSi at a distorted geometry, with properties calculated with the ωB97M-V functional and the def2-TZVPD basis.

Each line ends with the Löwdin charge.
Cartesian coordinates (Å):
Cl: 3.625828 -1.392653 0.372670  0.667
Si: -0.888209 -0.606780 -0.374181  0.575
O: 2.301818 0.961281 -2.165990  0.084
C: 2.298003 -0.783114 -0.589393  -0.531
C: 1.402317 1.666852 0.979147  -0.181
C: 2.663971 1.614864 0.105284  -0.129
C: -1.635504 -2.363649 -0.365239  -0.183
C: 1.116820 0.313009 1.614592  -0.270
C: 0.757315 -0.747299 0.609097  -0.231
C: -2.086270 0.551314 0.562848  -0.176
C: -0.702030 -0.027171 -2.172824  -0.167
C: 2.444197 0.631226 -1.011177  -0.494
H: -1.031217 -3.056366 -0.943852  0.025
H: -3.081395 0.485883 0.132857  0.026
H: 0.557128 1.972726 0.361829  0.104
H: -0.076492 0.853296 -2.269665  0.013
H: -1.716315 -2.765324 0.641194  0.025
H: 1.991854 -0.003570 2.188036  0.098
H: -1.671441 0.211499 -2.599919  0.030
H: -2.630871 -2.364414 -0.801277  0.025
H: 3.514095 1.307053 0.714942  0.101
H: 2.861887 2.597479 -0.324910  0.124
H: 0.284286 0.409955 2.316483  0.108
H: -1.782532 1.592238 0.512484  0.020
H: -0.256255 -0.801082 -2.788971  0.033
H: -2.170820 0.283056 1.611853  0.026
H: 2.057506 -1.470371 -1.392216  0.087
H: 1.547507 2.415825 1.760455  0.117
H: 0.861615 -1.738910 1.042427  0.076

Atoms 1-2, force components in eV/Å:
0.3 -0.2 0.1
-0.4 -0.2 0.0

Results
HOMO (eV): -9.4

(3)
Below is a single C5H3NO2 molecule at a distorted geometry, with properties calculated with the ωB97M-V functional and the def2-TZVPD basis.

Each line ends with the Löwdin charge.
Cartesian coordinates (Å):
O: -0.406470 2.405189 0.021242  0.136
O: -1.920961 0.736806 -0.149044  0.012
N: -1.938450 -0.652096 -0.136216  0.018
C: -0.572604 1.221011 0.021844  -0.364
C: 0.229621 -0.027355 -0.001091  -0.187
C: 2.839163 0.132036 -0.104726  0.148
C: -0.638408 -1.029837 0.028185  -0.047
C: 1.624015 0.004058 0.042089  -0.085
H: 3.894960 0.290325 -0.242298  0.033
H: -2.753860 -0.996364 0.437107  0.186
H: -0.357004 -2.083771 0.082906  0.148

Atoms 1-2, force components in eV/Å:
0.4 -1.0 0.2
0.0 0.6 0.5

Results
SMILES: C#Cc1c[nH]oc1=O
HOMO (eV): -9.0

(4)
Below is a single C4H6BN molecule at a distorted geometry, with properties calculated with the ωB97M-V functional and the def2-TZVPD basis.

Each line ends with the Löwdin charge.
Cartesian coordinates (Å):
N: -1.485106 0.757184 0.001288  0.044
C: 0.897038 0.860689 -0.010260  -0.148
C: -1.357413 -0.632694 -0.110957  -0.170
C: -0.448182 1.399718 0.257958  -0.213
C: -0.265693 -1.364421 0.123657  -0.086
B: 1.188623 -0.780093 0.080480  -0.066
H: -0.485342 -2.439109 0.285038  0.080
H: 2.145583 -1.491577 -0.072312  0.055
H: -2.371855 -1.192741 -0.266595  0.134
H: 1.011632 1.016546 -1.170079  0.155
H: -0.647944 2.407892 0.491243  0.100
H: 1.818656 1.458604 0.390535  0.115

Atoms 1-2, force components in eV/Å:
-2.2 -1.9 -0.1
4.1 0.0 -0.7

Results
SMILES: B1C=CN=CC1
HOMO (eV): -9.5

> Which formula does entry 1 have?

CH3N2O2S